{
  "formula": "H3OPSi",
  "method": "the ωB97M-V functional and the def2-TZVPD basis",
  "elements": ["O", "Si", "P", "H", "H", "H"],
  "positions_angstrom": [[2.318, 0.513, -0.356], [-0.679, 0.189, 0.111], [1.404, -0.403, 0.290], [-1.458, 0.355, 1.404], [-1.464, 0.789, -0.862], [-0.121, -1.443, -0.587]],
  "total_charge": 0,
  "homo_energy_ev": -8.9,
  "de_lowest_ev": 2.083,
  "lumo_ev": -0.90
}

=====

{
  "formula": "C4H6O2",
  "method": "the ωB97M-V functional and the def2-TZVPD basis",
  "elements": ["O", "C", "C", "C", "O", "C", "H", "H", "H", "H", "H", "H"],
  "positions_angstrom": [[-1.458, -1.241, 0.818], [-0.606, -0.549, 0.296], [-0.719, 0.863, -0.298], [0.606, 1.070, 0.382], [1.207, 2.059, 0.655], [0.879, -0.385, 0.654], [-0.537, -1.609, -1.195], [0.029, -1.199, -1.598], [-1.571, 1.455, 0.028], [-0.637, 1.002, -1.379], [1.643, -0.779, -0.022], [1.165, -0.685, 1.659]],
  "total_charge": 0,
  "homo_energy_ev": -9.7,
  "de_lowest_ev": 3.140,
  "lumo_ev": 0.07
}

=====

{
  "formula": "C21H34NO5",
  "method": "the ωB97M-V functional and the def2-TZVPD basis",
  "elements": ["C", "O", "C", "C", "C", "C", "C", "C", "C", "C", "C", "C", "C", "C", "N", "C", "C", "O", "O", "H", "H", "H", "H", "H", "H", "H", "H", "H", "H", "H", "H", "H", "H", "H", "H", "H", "H", "H", "H", "H", "H", "H", "H", "H", "H", "H", "H", "H", "H", "C", "C", "C", "O", "C", "C", "C", "O", "H", "H", "H", "H"],
  "positions_angstrom": [[3.468, -4.053, 1.157], [4.041, -4.155, -0.131], [5.111, -3.280, -0.398], [4.708, -1.920, -0.940], [4.054, -0.972, 0.080], [2.554, -0.819, -0.110], [1.955, 0.112, 0.972], [1.237, 1.341, 0.423], [-0.213, 1.041, -0.022], [-0.328, 0.803, -1.546], [-1.373, -0.227, -1.913], [-1.040, -1.611, -1.369], [-1.904, -2.728, -1.946], [-3.083, -3.159, -1.042], [-2.959, -2.683, 0.341], [-3.840, -1.523, 0.631], [-3.174, -0.659, 1.732], [-3.317, -1.105, 2.906], [-2.539, 0.364, 1.332], [2.466, -3.639, 1.101], [4.072, -3.451, 1.828], [3.382, -5.039, 1.605], [5.717, -3.768, -1.158], [5.761, -3.139, 0.469], [5.631, -1.445, -1.269], [4.085, -2.040, -1.819], [4.259, -1.299, 1.093], [4.493, 0.016, -0.033], [2.066, -1.784, -0.021], [2.352, -0.438, -1.104], [2.753, 0.437, 1.637], [1.244, -0.448, 1.570], [1.185, 2.083, 1.215], [1.754, 1.772, -0.432], [-0.782, 1.931, 0.207], [-0.621, 0.206, 0.525], [0.649, 0.542, -1.944], [-0.578, 1.766, -1.986], [-2.349, 0.096, -1.557], [-1.406, -0.324, -2.998], [-0.006, -1.801, -1.664], [-1.050, -1.597, -0.287], [-2.322, -2.386, -2.889], [-1.284, -3.588, -2.181], [-4.039, -2.850, -1.464], [-3.125, -4.247, -1.026], [-3.294, -3.424, 0.938], [-4.804, -1.856, 1.019], [-4.001, -0.942, -0.272], [-2.552, 4.205, 0.419], [-3.245, 4.755, 1.413], [-2.882, 6.083, 1.963], [-3.512, 6.591, 2.868], [-1.711, 6.776, 1.367], [-1.015, 6.228, 0.376], [-1.385, 4.901, -0.180], [-0.752, 4.400, -1.083], [-2.794, 3.231, 0.011], [-4.095, 4.262, 1.867], [-1.463, 7.743, 1.786], [-0.157, 6.715, -0.072]],
  "total_charge": -1,
  "homo_energy_ev": -4.3,
  "lumo_ev": 0.76
}

=====

{
  "formula": "C3H7NO2",
  "method": "the ωB97M-V functional and the def2-TZVPD basis",
  "elements": ["N", "C", "O", "C", "C", "O", "H", "H", "H", "H", "H", "H", "H"],
  "positions_angstrom": [[-1.831, -1.245, -0.780], [-0.672, -0.573, -0.995], [-0.443, 0.141, -1.957], [0.303, 1.299, 0.650], [1.379, 0.407, 0.306], [1.479, -0.732, 0.756], [-1.768, -1.994, -0.106], [-2.388, -1.415, -1.602], [-0.513, 0.954, 1.298], [0.024, 2.136, -0.006], [2.059, 0.843, -0.437], [1.425, 1.405, 1.319], [0.059, -0.810, -0.198]],
  "total_charge": 0,
  "homo_energy_ev": -9.5,
  "de_lowest_ev": 3.488,
  "lumo_ev": 0.94
}

=====

{
  "formula": "C4H5N3O",
  "method": "the ωB97M-V functional and the def2-TZVPD basis",
  "elements": ["C", "C", "C", "C", "H", "H", "H", "H", "H", "N", "N", "N", "O"],
  "positions_angstrom": [[-0.555, 0.339, -0.117], [0.456, 1.220, -0.159], [1.750, 0.932, -0.071], [1.208, -1.186, -0.004], [-3.346, -0.205, 1.238], [-2.032, -1.375, -0.233], [0.004, 2.178, -0.134], [2.456, 1.641, -0.374], [1.721, -2.192, 0.380], [-2.696, -0.300, 0.107], [-1.701, 0.706, 0.120], [2.186, -0.320, 0.521], [-0.059, -1.059, -0.501]],
  "total_charge": 0,
  "homo_energy_ev": -8.3,
  "de_lowest_ev": 7.756,
  "lumo_ev": 0.15
}

=====

{
  "formula": "C27H73NO10S9",
  "method": "the ωB97M-V functional and the def2-TZVPD basis",
  "elements": ["C", "S", "O", "C", "H", "H", "H", "H", "H", "H", "C", "S", "O", "C", "H", "H", "H", "H", "H", "H", "C", "S", "O", "C", "H", "H", "H", "H", "H", "H", "C", "S", "O", "C", "H", "H", "H", "H", "H", "H", "C", "S", "O", "C", "H", "H", "H", "H", "H", "H", "C", "S", "O", "C", "H", "H", "H", "H", "H", "H", "C", "S", "O", "C", "H", "H", "H", "H", "H", "H", "C", "S", "O", "C", "H", "H", "H", "H", "H", "H", "C", "S", "O", "C", "H", "H", "H", "H", "H", "H", "C", "C", "C", "C", "C", "C", "N", "O", "C", "C", "C", "H", "H", "H", "H", "H", "H", "H", "H", "H", "H", "H", "H", "H", "H", "H", "H", "H", "H", "H"],
  "positions_angstrom": [[-6.044, 1.452, -3.266], [-4.278, 1.309, -2.826], [-4.084, 2.239, -1.581], [-4.410, -0.373, -2.052], [-6.187, 1.020, -4.256], [-6.287, 2.512, -3.344], [-6.703, 0.807, -2.686], [-3.505, -0.586, -1.485], [-4.418, -1.130, -2.837], [-5.159, -0.609, -1.296], [-0.605, 1.043, -0.699], [-0.898, -0.275, 0.574], [-1.042, 0.348, 1.955], [0.790, -1.067, 0.683], [-0.256, 0.631, -1.645], [0.264, 1.618, -0.375], [-1.517, 1.593, -0.930], [1.459, -0.235, 0.902], [1.146, -1.619, -0.187], [0.949, -1.657, 1.586], [0.476, -3.814, 3.899], [0.344, -2.548, 5.198], [1.444, -2.907, 6.201], [-1.232, -3.217, 5.918], [-0.342, -3.587, 3.214], [0.354, -4.846, 4.227], [1.424, -3.792, 3.361], [-1.677, -2.418, 6.511], [-1.101, -4.073, 6.580], [-1.971, -3.406, 5.138], [-2.217, 7.386, -0.424], [-1.773, 5.979, -1.523], [-0.293, 5.877, -1.310], [-2.504, 4.602, -0.553], [-3.299, 7.515, -0.421], [-1.679, 8.217, -0.880], [-1.847, 7.247, 0.592], [-1.999, 4.606, 0.413], [-2.242, 3.608, -0.915], [-3.588, 4.709, -0.511], [-0.661, 1.474, 4.784], [0.473, 2.201, 6.050], [1.951, 2.042, 5.708], [0.025, 3.981, 5.883], [-0.327, 0.450, 4.612], [-0.475, 1.960, 3.826], [-1.697, 1.542, 5.116], [-1.046, 4.065, 6.065], [0.018, 4.283, 4.835], [0.667, 4.641, 6.467], [3.426, -5.764, -1.438], [3.025, -4.745, 0.035], [1.639, -4.138, -0.166], [2.849, -6.212, 1.152], [2.612, -6.434, -1.713], [4.141, -6.478, -1.029], [3.909, -5.175, -2.218], [2.263, -5.925, 2.025], [3.841, -6.577, 1.418], [2.314, -6.975, 0.586], [-3.428, -0.396, 3.231], [-3.237, -2.091, 2.455], [-3.593, -3.108, 3.542], [-4.698, -2.105, 1.358], [-2.493, -0.208, 3.758], [-4.167, -0.437, 4.030], [-3.714, 0.459, 2.618], [-4.733, -1.163, 0.812], [-5.642, -2.393, 1.821], [-4.392, -2.879, 0.655], [5.900, 1.262, -0.789], [4.975, 2.766, -1.411], [4.680, 2.545, -2.895], [3.440, 2.343, -0.441], [6.731, 0.964, -1.429], [5.215, 0.426, -0.646], [6.297, 1.532, 0.189], [3.609, 2.218, 0.628], [2.805, 1.542, -0.817], [2.795, 3.201, -0.633], [0.942, 3.895, 2.218], [0.039, 5.429, 2.194], [-1.265, 5.062, 2.990], [1.191, 6.521, 3.179], [1.662, 3.816, 1.404], [0.218, 3.134, 1.924], [1.418, 3.758, 3.189], [0.607, 7.422, 3.369], [2.083, 6.797, 2.616], [1.495, 6.135, 4.152], [-1.435, -2.725, -3.035], [-0.204, -2.330, -3.907], [-0.427, -0.836, -4.322], [0.854, -0.145, -4.914], [2.016, -0.298, -3.912], [2.301, -1.764, -3.533], [1.058, -2.419, -3.102], [1.237, -3.736, -2.750], [2.939, -2.393, -4.781], [3.238, -1.730, -2.317], [-0.204, -3.212, -5.172], [-2.335, -2.213, -3.376], [-1.295, -2.218, -2.081], [-1.721, -3.764, -2.872], [-1.282, -0.828, -4.998], [-0.834, -0.369, -3.425], [0.802, 0.943, -4.878], [1.105, -0.484, -5.919], [1.749, 0.321, -3.056], [2.840, 0.244, -4.374], [3.821, -1.890, -5.178], [3.310, -3.376, -4.490], [2.243, -2.563, -5.602], [2.728, -1.057, -1.628], [3.376, -2.644, -1.740], [4.264, -1.407, -2.493], [-1.191, -3.189, -5.633], [0.002, -4.260, -4.953], [0.441, -2.833, -5.964], [1.421, -3.647, -1.812]],
  "total_charge": 1,
  "spin_multiplicity": 2,
  "homo_energy_ev": [-9.7, -9.7],
  "de_lowest_ev": 0.000,
  "lumo_ev": [-2.70, -7.50]
}